# 1
Formula: C4H5N3S
Source: OMol25
Level of theory: wB97M-V/def2-TZVPD

max |F|	4.9	eV/Å
2S+1	1
E_HOMO	-0.3173	Eh
energy relative to the best compared isomer or geometry (same formula, charge and spin)	309.81	kJ/mol
energy	-717.775639	Eh
frontier orbital gap	8.582	eV
SMILES	C=C1C=NNC(=S)N1

The geometry in XYZ format:
```
13
Properties=species:S:1:pos:R:3:mulliken_charge:R:1
C 1.6856 -0.4814 -1.4017 -0.8027
C 0.7508 -0.0635 -0.3979 0.6024
C 0.6795 -0.9178 0.6927 -0.0833
N -0.3621 -0.9815 1.4177 -0.5983
N -1.4616 -0.0941 1.2291 -0.0451
C -1.4409 1.0204 0.3709 0.1792
S -2.3663 2.3728 0.4745 -0.3521
N -0.5037 0.7125 -0.5997 -0.1673
H 2.2394 -1.4522 -1.2393 0.2348
H 1.5386 0.0999 -2.4090 0.2181
H 1.6211 -1.6326 0.9541 0.2571
H -1.9785 0.0257 2.2151 0.3049
H -0.4018 1.3917 -1.3064 0.2522
```

# 2
Formula: C4H5N3S
Source: OMol25
Level of theory: wB97M-V/def2-TZVPD

max |F|	4.7	eV/Å
2S+1	1
E_HOMO	-0.3389	Eh
energy relative to the best compared isomer or geometry (same formula, charge and spin)	293.95	kJ/mol
energy	-717.781679	Eh
frontier orbital gap	9.464	eV
SMILES	C=CN/C(C#N)=N\S

The geometry in XYZ format:
```
13
Properties=species:S:1:pos:R:3:mulliken_charge:R:1
C 1.6052 -0.9849 0.2071 -0.5477
C 1.4958 0.2653 -0.3386 -0.2569
N 0.2790 0.7274 -0.8389 -0.2629
C -0.9790 0.2687 -0.3459 0.7039
C -1.9882 -0.1636 -1.3594 0.0075
N -2.7986 -0.5149 -2.1580 -0.4079
N -1.4195 0.1865 0.8391 -0.4500
S -0.4439 0.7781 2.2221 -0.1218
H 0.7465 -1.6869 0.5260 0.2586
H 2.6029 -1.3557 0.6066 0.2400
H 2.2740 1.0723 -0.4817 0.3415
H 0.1738 0.8809 -1.8712 0.3006
H -1.5483 0.5267 2.9927 0.1951
```

# 3
Formula: C4H5N3S
Source: OMol25
Level of theory: wB97M-V/def2-TZVPD

max |F|	8.3	eV/Å
2S+1	1
E_HOMO	-0.3200	Eh
energy relative to the best compared isomer or geometry (same formula, charge and spin)	473.83	kJ/mol
energy	-717.713170	Eh
frontier orbital gap	8.294	eV

The geometry in XYZ format:
```
13
Properties=species:S:1:pos:R:3:mulliken_charge:R:1
C 0.6951 0.5183 0.0614 0.7078
C -1.3334 -0.5406 0.0270 0.3459
C -1.5354 0.8656 -0.1515 -0.3981
C -0.3928 1.4813 -0.0213 -0.3639
H 3.9527 -0.1004 0.3231 0.1847
H 0.4886 -1.6244 1.0010 0.3847
H -1.7181 -2.3708 -0.4077 0.2833
H -2.6146 1.1876 -0.4464 0.3133
H -0.0251 2.5091 -0.0303 0.4277
N 1.9365 0.8915 -0.0611 -0.5327
N 0.1266 -0.6870 -0.0467 -0.5240
N -2.3235 -1.4077 -0.0828 -0.6496
S 2.7434 -0.7226 -0.1648 -0.1789
```

# 4
Formula: C4H5N5
Source: OMol25
Level of theory: wB97M-V/def2-TZVPD

max |F|	5.7	eV/Å
2S+1	1
E_HOMO	-0.2926	Eh
energy relative to the best compared isomer or geometry (same formula, charge and spin)	135.03	kJ/mol
energy	-429.129538	Eh
frontier orbital gap	8.527	eV
SMILES	N#Cc1[nH]cnc1NN

The geometry in XYZ format:
```
14
Properties=species:S:1:pos:R:3:mulliken_charge:R:1
N -3.1967 -1.1971 0.1088 -0.5419
C -2.1967 -0.6308 -0.1066 0.2496
C -1.1701 0.2034 -0.1599 -0.0721
N -1.2067 1.5508 0.0295 -0.1005
C 0.0445 1.9508 -0.1339 -0.1629
N 0.9439 1.0366 -0.2600 -0.6163
C 0.3047 -0.1424 -0.2643 0.5198
N 0.7886 -1.3785 -0.2678 -0.1461
N 2.0828 -1.7973 0.1548 -0.6236
H -2.0116 2.2819 -0.0359 0.3133
H 0.3326 2.9866 0.1094 0.3548
H 0.2356 -2.0937 0.0757 0.3003
H 2.1992 -1.3970 1.0943 0.2502
H 2.8500 -1.3733 -0.3444 0.2754
```

# 5
Formula: C4H5N5
Source: OMol25
Level of theory: wB97M-V/def2-TZVPD

max |F|	6.2	eV/Å
2S+1	1
E_HOMO	-0.3965	Eh
energy relative to the best compared isomer or geometry (same formula, charge and spin)	282.06	kJ/mol
energy	-429.073537	Eh
frontier orbital gap	11.305	eV

The geometry in XYZ format:
```
14
Properties=species:S:1:pos:R:3:mulliken_charge:R:1
C 1.8208 -0.3277 0.9345 0.3138
C -0.9606 -1.7208 -1.2327 -0.0608
C -0.3618 0.1622 -1.7429 0.1004
C -0.0770 1.3045 1.5426 -0.7672
N 2.8179 -0.8345 1.1624 -0.3910
N -0.9930 -0.8524 -2.2698 -0.5836
N -0.4560 -1.3119 -0.1231 -0.7445
N -0.0096 -0.0868 -0.4810 0.7353
N 0.6807 0.7278 0.4553 -0.3054
H -1.4967 -2.7518 -1.4613 0.3328
H -0.0943 1.1289 -2.0696 0.3988
H -0.9965 1.4796 1.0744 0.3894
H -0.2339 0.7474 2.4290 0.3111
H 0.3601 2.3354 1.7824 0.2712
```

# 6
Formula: C4H5N6
Source: OMol25
Level of theory: wB97M-V/def2-TZVPD

max |F|	4.9	eV/Å
charge	-1
2S+1	1
E_HOMO	-0.1100	Eh
energy relative to the best compared isomer or geometry (same formula, charge and spin)	401.21	kJ/mol
energy	-483.819654	Eh
frontier orbital gap	6.733	eV

The geometry in XYZ format:
```
15
Properties=species:S:1:pos:R:3:mulliken_charge:R:1
C 0.0652 0.6518 -0.6144 0.1247
C -0.8505 -0.2505 -0.1254 0.5353
C 1.5232 0.0607 0.8636 0.0011
C -2.1508 -0.2658 -0.8648 -1.2477
N -0.6790 -0.8081 1.1348 -1.3014
N 1.1194 -1.0730 2.6620 -0.5785
N 2.6392 0.0653 1.5756 -0.3847
N 2.3949 -0.6399 2.6545 -0.3712
N 0.6046 -0.6064 1.5534 1.2433
N 0.6496 1.1983 -1.7233 -0.4758
H -2.3286 0.6508 -1.5003 0.2770
H -2.2854 -1.1310 -1.3774 0.3079
H -2.9202 -0.2963 -0.1566 0.4090
H 0.8468 0.5211 -2.4641 0.1882
H 1.3716 1.9229 -1.6174 0.2727
```

# 7
Formula: C4H5NO
Source: OMol25
Level of theory: wB97M-V/def2-TZVPD

max |F|	0.8	eV/Å
2S+1	1
E_HOMO	-0.3306	Eh
energy relative to the best compared isomer or geometry (same formula, charge and spin)	350.93	kJ/mol
energy	-285.280924	Eh
frontier orbital gap	10.028	eV
SMILES	O=c1cc1.C=N

The geometry in XYZ format:
```
11
Properties=species:S:1:pos:R:3:mulliken_charge:R:1
O 1.8719 -0.3836 -0.9760 -0.5625
C 1.4450 0.5127 -0.2967 0.4910
C 0.4441 1.4743 0.0680 -0.2507
C 1.5935 1.4847 0.7559 -0.3677
H -0.5140 1.9799 0.0006 0.3348
H 2.1539 1.9684 1.5541 0.3501
C -1.6668 -1.1522 -0.3244 -0.1981
N -0.5742 -1.4744 0.2304 -0.3974
H -1.9486 -0.1058 -0.3231 0.1402
H -2.3678 -1.8265 -0.8153 0.2424
H -0.4368 -2.4775 0.1265 0.2178
```

# 8
Formula: C4H5NO
Source: OMol25
Level of theory: wB97M-V/def2-TZVPD

max |F|	0.7	eV/Å
2S+1	1
E_HOMO	-0.3082	Eh
energy relative to the best compared isomer or geometry (same formula, charge and spin)	322.65	kJ/mol
energy	-285.291693	Eh
frontier orbital gap	9.092	eV
SMILES	NC1=C[C@H]1C=O

The geometry in XYZ format:
```
11
Properties=species:S:1:pos:R:3:mulliken_charge:R:1
N 1.9761 -0.2989 -0.6576 -0.4820
C 0.8467 0.1414 -0.0488 0.2327
C 0.2290 0.8916 0.8049 -0.4805
C -0.5032 -0.3707 0.2352 -0.3268
C -1.8379 0.0258 -0.2864 0.0092
O -2.2343 1.1709 -0.2882 -0.5027
H 2.8132 0.0766 -0.2313 0.2621
H 2.0049 -1.3073 -0.7294 0.2808
H -0.2219 1.8493 0.9964 0.3544
H -0.5337 -1.3714 0.6952 0.3303
H -2.5388 -0.8075 -0.4899 0.3225
```

# 9
Formula: C4H5NO
Source: OMol25
Level of theory: wB97M-V/def2-TZVPD

max |F|	0.4	eV/Å
2S+1	1
E_HOMO	-0.3409	Eh
energy relative to the best compared isomer or geometry (same formula, charge and spin)	439.21	kJ/mol
energy	-285.247298	Eh
frontier orbital gap	8.318	eV

The geometry in XYZ format:
```
11
Properties=species:S:1:pos:R:3:mulliken_charge:R:1
C 0.0503 -0.8246 1.6491 -0.9428
C 0.0527 -0.0879 0.3449 0.6913
N 1.0265 0.7698 0.0875 -0.1813
O 0.8825 1.2925 -1.1140 -0.1566
C -0.3047 0.6676 -1.6969 -0.2113
C -0.9075 -0.2207 -0.7173 -0.5969
H 0.9129 -0.5425 2.2580 0.3093
H -0.8666 -0.6171 2.2085 0.2517
H 0.0842 -1.9030 1.4653 0.2472
H -0.9369 1.4655 -2.0973 0.3127
H 0.0533 0.0499 -2.5336 0.2768
```

# 10
Formula: C4H5NO
Source: OMol25
Level of theory: wB97M-V/def2-TZVPD

max |F|	0.7	eV/Å
2S+1	1
E_HOMO	-0.3813	Eh
energy relative to the best compared isomer or geometry (same formula, charge and spin)	424.37	kJ/mol
energy	-285.252951	Eh
frontier orbital gap	10.036	eV

The geometry in XYZ format:
```
11
Properties=species:S:1:pos:R:3:mulliken_charge:R:1
N -1.9611 -0.7402 -0.1626 -0.6023
C -1.5560 0.4204 0.1360 0.1069
O -0.2558 0.7375 0.2098 -0.2796
C 0.6452 -0.3305 -0.0728 -0.2785
C 2.4065 1.4771 0.1155 -0.2198
C 2.0320 0.2304 0.0117 -0.2917
H -2.9770 -0.7705 -0.1651 0.2345
H -2.1593 1.3012 0.3698 0.3562
H 0.4400 -0.7319 -1.0713 0.3300
H 0.4958 -1.1436 0.6458 0.3213
H 2.8897 -0.4497 -0.0170 0.3229
```

# 11
Formula: C4H5NO
Source: OMol25
Level of theory: wB97M-V/def2-TZVPD

max |F|	2.6	eV/Å
2S+1	1
E_HOMO (alpha / beta)	-0.2963 / -0.2783	Eh
energy relative to the best compared isomer or geometry (same formula, charge and spin)	506.93	kJ/mol
energy	-285.221506	Eh
frontier orbital gap (alpha / beta)	7.533 / 7.109	eV

The geometry in XYZ format:
```
11
Properties=species:S:1:pos:R:3:mulliken_charge:R:1
C 1.0559 0.2766 0.1424 0.3368
C 0.9693 -1.0713 -0.1332 -0.2559
C -0.7150 0.1506 -0.5449 0.0687
C -1.8398 0.2453 0.2556 -0.8451
N 1.7383 1.2657 0.4281 -0.5593
O -0.2559 -1.2352 -0.6780 -0.3150
H 2.6750 1.0195 0.7548 0.2545
H 1.5742 -1.9410 0.0820 0.3933
H -0.6135 0.7658 -1.4326 0.3378
H -2.0289 -0.5184 0.9987 0.2840
H -2.5595 1.0424 0.1271 0.3001
```

# 12
Formula: C4H5NO
Source: OMol25
Level of theory: wB97M-V/def2-TZVPD

max |F|	0.7	eV/Å
2S+1	1
E_HOMO	-0.3415	Eh
energy relative to the best compared isomer or geometry (same formula, charge and spin)	121.06	kJ/mol
energy	-285.368476	Eh
frontier orbital gap	10.153	eV
SMILES	C=C=NC(C)=O

The geometry in XYZ format:
```
11
Properties=species:S:1:pos:R:3:mulliken_charge:R:1
C -2.6206 0.2424 -0.2860 -0.9915
C -1.4241 0.0364 0.1999 0.7493
N -0.3269 -0.1116 0.7231 -0.3695
C 0.8165 -0.6668 0.0809 0.6110
C 2.0186 0.2367 0.1307 -0.8259
O 0.8205 -1.7873 -0.3573 -0.5103
H -2.8933 1.2052 -0.7030 0.2498
H -3.3543 -0.5539 -0.2776 0.2421
H 2.5000 0.1194 1.1080 0.2490
H 1.7339 1.2869 0.0282 0.3065
H 2.7267 -0.0546 -0.6476 0.2895
```